Record 1
# C19H15BrN6Ru

C19H15BrN6Ru as an isolated structure (ωB97M-V with the def2-TZVPD basis set, the OMol25 dataset).

Calculated values
- Gap between HOMO and LUMO (spin up / spin down): 7.728 / 5.701 eV
- Highest occupied orbital energy (spin up / spin down): -21.4 / -21.7 eV
- Total charge: +4
- <S²>: 6.052
- Multiplicity: 5

Positions of all 42 atoms, in Å:
Ru  -0.964  -0.168  -0.577
N  -2.879  3.872  -0.332
C  -2.349  2.730  -0.827
N  -1.842  1.784  -0.090
C  -1.798  1.972  1.318
N  -1.156  1.145  2.058
N  -0.534  0.154  1.312
C  0.438  -0.535  1.847
C  1.174  -1.379  0.944
C  2.249  -2.152  1.325
C  2.957  -2.857  0.335
C  2.559  -2.734  -0.978
C  1.452  -1.937  -1.300
N  0.765  -1.277  -0.370
C  -2.448  3.152  1.900
C  -2.542  3.386  3.248
C  -3.145  4.590  3.707
C  -3.652  5.560  2.802
C  -3.569  5.342  1.458
C  -2.971  4.133  1.002
H  -3.234  4.553  -1.001
H  -2.371  2.629  -1.906
H  0.679  -0.415  2.901
H  2.546  -2.206  2.366
H  3.805  -3.474  0.606
H  3.083  -3.246  -1.776
H  1.122  -1.842  -2.326
H  -2.160  2.671  3.965
H  -3.214  4.774  4.774
H  -4.099  6.466  3.192
H  -3.948  6.064  0.743
Br  -1.481  -0.443  -3.086
C  -2.949  -1.368  -2.231
C  -3.936  -2.014  -2.918
C  -4.899  -2.646  -2.121
C  -4.805  -2.588  -0.735
C  -3.757  -1.906  -0.149
N  -2.824  -1.287  -0.904
H  -3.972  -2.046  -3.999
H  -5.712  -3.185  -2.595
H  -5.537  -3.080  -0.109
H  -3.636  -1.849  0.925

=====

Record 2
# C15H24N2OPtSi

C15H24N2OPtSi as an isolated structure (ωB97M-V with the def2-TZVPD basis set, the OMol25 dataset).

Calculated values
- ΔE to the lowest compared entry with this formula, charge and spin: 59.1 kcal/mol
- Gap between HOMO and LUMO (spin up / spin down): 6.569 / 6.674 eV
- Highest occupied orbital energy (spin up / spin down): -7.7 / -7.9 eV
- Total charge: 0

Positions of all 44 atoms, in Å:
Pt  -0.067  0.023  -0.020
O  1.742  0.070  -0.192
C  1.355  -1.106  4.630
Si  1.398  -1.148  2.755
C  3.079  -0.561  2.175
C  1.110  -2.896  2.146
C  0.021  -0.024  2.090
H  2.138  -1.757  5.029
H  0.381  -1.454  4.989
H  1.522  -0.084  4.983
H  3.856  -1.221  2.578
H  3.257  0.461  2.528
H  3.124  -0.576  1.088
H  1.891  -3.556  2.535
H  1.134  -2.915  1.053
H  0.134  -3.254  2.490
H  0.187  0.996  2.446
H  -0.930  -0.395  2.460
C  -4.987  -0.193  -0.026
C  -4.272  -0.755  1.017
C  -2.877  -0.701  1.023
C  -2.181  -0.082  -0.014
C  -2.928  0.485  -1.067
C  -4.316  0.426  -1.070
H  -6.069  -0.238  -0.028
H  -4.798  -1.241  1.832
H  -2.334  -1.146  1.842
H  -2.405  0.965  -1.892
H  -4.876  0.867  -1.888
C  1.869  5.219  -0.119
C  0.783  4.206  -0.036
C  -0.590  4.330  0.083
C  -1.089  3.021  0.116
N  -0.080  2.136  0.015
N  1.034  2.891  -0.071
C  -2.482  2.560  0.232
H  1.461  6.226  -0.073
H  2.421  5.119  -1.055
H  2.572  5.101  0.708
H  -1.154  5.245  0.141
H  1.925  2.419  -0.154
H  -3.191  3.390  0.291
H  -2.613  1.943  1.117
H  -2.696  1.923  -0.679

=====

Record 3
# C66H156F12N14O29S4

C66H156F12N14O29S4 as an isolated structure (ωB97M-V with the def2-TZVPD basis set, the OMol25 dataset).

Calculated values
- Gap between HOMO and LUMO: 7.414 eV
- Highest occupied orbital energy: -10.7 eV
- Total charge: +2

Positions of all 281 atoms, in Å:
C  -26.264  14.021  4.929
C  -24.981  14.634  5.631
N  -25.008  16.164  5.986
C  -25.328  17.076  4.784
C  -26.122  16.427  7.118
C  -26.143  15.497  8.303
C  -23.539  16.436  6.562
C  -23.427  17.944  7.065
O  -24.062  18.012  8.270
C  -24.412  19.399  8.651
H  -26.616  14.725  4.174
H  -26.996  13.681  5.661
H  -25.924  13.129  4.404
H  -24.157  14.616  4.918
H  -24.666  14.119  6.539
H  -26.394  17.031  4.565
H  -24.695  16.761  3.954
H  -25.185  18.147  4.930
H  -27.097  16.475  6.632
H  -26.013  17.468  7.422
H  -25.105  15.292  8.565
H  -26.546  14.509  8.078
H  -26.689  15.772  9.206
H  -22.899  16.316  5.688
H  -23.226  15.652  7.252
H  -23.852  18.682  6.385
H  -22.381  18.217  7.207
H  -24.849  19.443  9.648
H  -25.017  19.851  7.864
H  -23.517  20.013  8.553
C  -30.903  11.517  15.971
C  -30.167  12.868  16.424
N  -30.177  13.221  17.968
C  -31.631  13.454  18.420
C  -29.482  12.002  18.750
C  -29.327  12.081  20.250
C  -29.372  14.606  18.226
C  -29.709  15.793  17.269
O  -31.066  16.117  16.883
C  -31.339  17.201  16.070
H  -30.574  10.558  16.372
H  -30.814  11.378  14.894
H  -31.953  11.618  16.248
H  -30.532  13.800  15.994
H  -29.115  12.700  16.197
H  -31.587  13.950  19.390
H  -32.196  12.522  18.424
H  -32.106  14.145  17.724
H  -28.583  11.781  18.176
H  -29.971  11.062  18.493
H  -29.017  11.161  20.747
H  -30.161  12.550  20.773
H  -28.488  12.700  20.567
H  -28.323  14.314  18.169
H  -29.486  14.974  19.246
H  -29.072  15.644  16.397
H  -29.310  16.708  17.707
H  -30.915  17.125  15.068
H  -31.103  18.166  16.518
H  -32.420  17.149  15.942
C  -35.521  10.660  9.477
C  -35.558  10.152  8.016
N  -34.365  10.530  7.102
C  -34.751  9.923  5.693
C  -34.191  12.075  7.075
C  -33.218  12.681  8.322
C  -33.095  9.797  7.517
C  -31.900  9.954  6.589
O  -31.546  11.308  6.249
C  -30.560  11.377  5.260
H  -34.958  9.996  10.132
H  -36.499  10.521  9.938
H  -35.306  11.704  9.704
H  -36.484  10.569  7.620
H  -35.703  9.074  7.944
H  -35.603  10.545  5.420
H  -35.032  8.871  5.733
H  -33.981  10.155  4.957
H  -35.221  12.430  7.025
H  -33.881  12.255  6.046
H  -33.209  13.769  8.260
H  -32.156  12.436  8.323
H  -33.521  12.675  9.369
H  -33.338  8.739  7.620
H  -32.797  10.131  8.511
H  -32.023  9.413  5.651
H  -31.099  9.292  6.917
H  -29.664  10.952  5.713
H  -30.397  12.436  5.064
H  -30.880  10.878  4.346
C  -22.578  14.748  14.996
C  -23.523  15.260  13.858
N  -23.087  16.495  13.078
C  -23.056  17.667  14.048
C  -21.597  16.247  12.614
C  -20.946  17.398  11.798
C  -23.924  16.765  11.720
C  -25.409  16.528  11.844
O  -25.908  17.353  12.910
C  -27.265  17.117  13.319
H  -22.330  15.513  15.732
H  -21.634  14.372  14.601
H  -23.114  14.022  15.607
H  -24.504  15.442  14.297
H  -23.669  14.538  13.055
H  -22.216  17.520  14.727
H  -24.052  17.762  14.479
H  -22.946  18.596  13.487
H  -21.507  15.340  12.016
H  -20.977  16.104  13.499
H  -21.510  17.531  10.875
H  -19.911  17.193  11.523
H  -20.991  18.356  12.317
H  -23.551  16.157  10.896
H  -23.695  17.826  11.619
H  -25.584  15.469  12.035
H  -25.908  16.807  10.916
H  -27.947  17.224  12.476
H  -27.573  17.789  14.121
H  -27.330  16.113  13.739
C  -28.021  8.555  15.089
C  -29.451  8.340  14.533
N  -29.921  6.862  14.267
C  -30.014  6.058  15.573
C  -31.306  6.787  13.589
C  -32.422  7.402  14.434
C  -28.865  6.107  13.336
C  -28.464  6.741  12.026
O  -29.365  6.276  11.016
C  -28.916  6.618  9.796
H  -27.714  9.584  15.277
H  -27.227  8.259  14.404
H  -27.812  7.922  15.952
H  -29.643  8.908  13.623
H  -30.046  8.800  15.322
H  -29.076  6.196  16.111
H  -30.178  5.017  15.294
H  -30.838  6.505  16.128
H  -31.450  5.711  13.484
H  -31.245  7.272  12.615
H  -33.332  7.615  13.874
H  -32.207  8.319  14.984
H  -32.727  6.630  15.140
H  -29.194  5.068  13.309
H  -28.018  5.958  14.007
H  -27.418  6.506  11.827
H  -28.588  7.809  12.203
H  -27.999  6.062  9.599
H  -28.796  7.700  9.744
H  -29.582  6.359  8.972
C  -21.265  7.430  11.036
C  -21.123  7.084  12.585
N  -22.538  6.805  13.294
C  -23.186  5.566  12.581
C  -22.178  6.264  14.766
C  -21.690  4.807  14.783
C  -23.516  7.968  13.358
C  -23.024  9.118  14.360
O  -21.966  9.827  13.753
C  -22.261  10.622  12.653
H  -20.282  7.712  10.659
H  -21.982  8.242  10.917
H  -21.654  6.557  10.513
H  -20.692  7.962  13.067
H  -20.381  6.341  12.877
H  -23.662  5.981  11.693
H  -23.972  5.153  13.213
H  -22.415  4.846  12.304
H  -23.106  6.435  15.312
H  -21.379  6.943  15.064
H  -22.509  4.091  14.717
H  -21.279  4.648  15.780
H  -20.894  4.650  14.055
H  -24.473  7.596  13.725
H  -23.593  8.361  12.344
H  -22.923  8.823  15.404
H  -23.782  9.901  14.379
H  -23.132  11.262  12.789
H  -22.416  10.114  11.701
H  -21.317  11.159  12.560
C  -29.111  13.272  12.401
C  -27.674  13.348  11.820
N  -27.433  12.270  10.688
C  -26.007  12.371  10.245
C  -27.572  10.820  11.235
C  -26.813  10.531  12.565
C  -28.417  12.399  9.441
C  -28.367  11.330  8.329
O  -27.131  11.515  7.665
C  -26.738  10.439  6.826
H  -29.257  14.176  12.993
H  -29.284  12.382  13.006
H  -29.871  13.372  11.626
H  -26.967  13.156  12.626
H  -27.391  14.292  11.354
H  -25.452  12.319  11.182
H  -25.932  13.276  9.642
H  -25.625  11.584  9.595
H  -27.284  10.087  10.481
H  -28.649  10.657  11.261
H  -26.873  9.452  12.706
H  -27.414  11.028  13.327
H  -25.754  10.784  12.499
H  -28.294  13.388  9.001
H  -29.406  12.514  9.885
H  -29.192  11.594  7.668
H  -28.531  10.319  8.700
H  -26.430  10.798  5.844
H  -27.622  9.837  6.614
H  -26.042  9.763  7.322
C  -17.755  7.867  3.369
O  -18.915  8.227  4.068
C  -20.054  7.444  3.848
C  -21.344  7.864  4.620
N  -21.138  8.078  6.093
H  -20.542  7.376  6.508
H  -20.446  8.808  6.003
C  -22.400  8.523  6.918
C  -22.725  9.978  6.641
O  -23.038  10.156  5.246
C  -23.155  11.595  4.910
H  -17.001  8.645  3.493
H  -17.902  7.826  2.290
H  -17.285  6.979  3.791
H  -19.865  6.377  3.962
H  -20.290  7.592  2.795
H  -22.169  7.153  4.591
H  -21.761  8.741  4.125
H  -22.118  8.485  7.970
H  -23.265  7.898  6.694
H  -21.865  10.532  7.016
H  -23.603  10.373  7.151
H  -23.588  11.721  3.917
H  -22.204  12.121  4.827
H  -23.803  12.191  5.552
N  -26.345  12.766  15.486
O  -27.196  13.614  15.299
O  -25.287  12.809  14.865
O  -26.543  11.720  16.165
N  -22.333  13.496  8.951
O  -23.196  13.770  9.693
O  -21.215  13.760  9.325
O  -22.571  13.080  7.871
N  -24.754  8.022  9.678
O  -24.039  7.098  9.414
O  -24.208  9.161  9.794
O  -25.906  7.890  10.002
N  -31.566  10.433  11.315
O  -31.677  10.270  12.532
O  -31.065  9.506  10.614
O  -31.963  11.431  10.784
C  -32.377  16.441  10.514
F  -33.114  15.524  9.865
F  -32.861  17.714  10.405
F  -32.317  16.160  11.834
S  -30.568  16.310  9.691
O  -29.823  17.180  10.651
O  -30.140  14.890  9.746
N  -30.764  17.123  8.150
S  -30.616  15.971  7.130
O  -29.343  15.289  7.176
O  -31.818  15.115  6.912
C  -30.353  17.073  5.497
F  -30.095  16.223  4.538
F  -31.413  17.720  5.223
F  -29.343  17.908  5.580
C  -25.088  8.741  2.296
F  -23.815  8.989  2.227
F  -25.618  9.889  2.730
F  -25.551  8.393  1.104
S  -25.519  7.411  3.651
O  -24.506  6.369  3.497
O  -25.387  8.046  4.968
N  -27.175  6.957  3.205
S  -28.064  7.468  4.333
O  -27.897  6.846  5.664
O  -28.199  8.951  4.352
C  -29.821  6.842  3.781
F  -30.140  7.233  2.568
F  -29.721  5.531  3.869
F  -30.750  7.334  4.659

=====

Record 4
# C4H6N2O

C4H6N2O as an isolated structure (ωB97M-V with the def2-TZVPD basis set, the OMol25 dataset).

Calculated values
- ΔE to the lowest compared entry with this formula, charge and spin: 140.6 kcal/mol
- Gap between HOMO and LUMO: 8.616 eV
- Highest occupied orbital energy: -8.3 eV
- Total charge: 0

Positions of all 13 atoms, in Å:
C  -0.317  -0.663  -0.278
C  0.894  -1.249  0.022
C  1.924  -0.198  0.064
C  1.158  1.031  0.044
H  -1.573  -1.187  1.314
H  -1.465  -2.015  -0.394
H  0.666  -2.317  -0.012
H  3.038  -0.311  0.139
H  1.587  2.112  -0.249
H  -2.062  1.130  -0.639
N  -1.649  -1.081  0.034
N  -0.111  0.658  -0.070
O  -1.228  1.503  0.122

=====

Number 1: electronic energy -3728.8476 hartree. Number 2: electronic energy -1179.3258 hartree. Number 3: electronic energy -8346.3567 hartree. Number 4: electronic energy -340.5708 hartree.